1.
A molecular structure, C32H34AlN3O3S2Si at a distorted geometry. Source: the Open Molecules 2025 dataset; level of theory: ωB97M-V with the def2-TZVPD basis set.

ΔE to the lowest compared entry with this formula, charge and spin in kcal/mol: 23.9
E in a.u.: -2958.30039
Multiplicity: 1
HOMO energy in eV: -7.83
HOMO-LUMO gap in Ha: 0.304

CARTESIAN COORDINATES (ANGSTROEM)
H 2.98160 0.98580 -4.40880
N 1.15020 0.31820 -1.14860
C -0.88430 -5.39120 1.62170
H -0.00930 0.84600 -6.41960
H -2.05660 -0.74440 -6.26340
H -1.80710 -5.95390 1.64680
N 1.02310 0.16310 1.67270
C -1.80700 -3.20450 -1.76180
C 0.26410 -3.29290 1.41950
H -1.38630 4.07460 -4.99330
O -0.74240 -1.24080 0.65090
H 1.22310 -3.48770 -6.35960
C 0.51010 -2.89920 -5.80030
H 1.64510 4.71290 -5.27020
Si 0.54640 2.53580 -4.63290
C 1.48140 0.99030 2.56710
N 1.21700 -1.18270 1.83630
C 1.48000 -3.94690 1.60330
C -0.41300 -2.10840 -6.46640
C -3.04380 -2.58220 -1.76260
C 2.39950 -0.12050 -1.29890
C -1.14680 3.30700 -4.26320
H -5.15910 -2.87240 -1.65480
C -0.39610 -2.18110 -3.70810
H 1.21750 -3.54610 -3.86220
C 0.32890 -6.03730 1.79400
C -1.31900 -1.38400 -4.36270
H -0.41690 -2.07140 -7.54650
Al -0.27770 0.41660 0.22710
H 2.45390 -5.82000 1.93000
H 1.50030 3.02000 3.25850
C 0.25750 -1.83840 1.27570
H 1.76360 -0.09320 4.37300
C 1.86370 3.92650 -4.55480
H -2.76960 -6.40920 -1.37850
H 0.22350 2.44240 -7.11200
S -0.32330 -2.17170 -1.88790
H 2.38270 -3.36110 1.60670
C 0.49400 0.90860 -2.17310
H -1.93870 2.56850 -4.27640
H -1.53960 4.08810 2.38170
O 0.81340 -3.03380 -1.54720
H -2.01610 -0.78630 -3.79740
C 2.35990 0.49150 3.67190
C -4.18940 -3.35140 -1.64580
C 0.01270 2.76960 1.77790
C 1.05640 2.34360 2.54660
S -1.17190 1.08890 -1.83920
C 0.51590 -2.93910 -4.41630
H 2.86020 3.55680 -4.77750
H -4.99220 -5.32040 -1.40220
H -0.71630 -5.02130 -1.60380
C -0.56090 4.15180 1.90520
C 0.59540 1.74390 -6.36850
C 2.44300 0.77150 -3.49780
H -3.09820 -1.50460 -1.84160
H -1.86080 -3.50650 1.29510
C 1.51110 -5.31330 1.78250
H -1.15990 3.76780 -3.28170
H 2.84260 -0.59810 -0.43820
C -2.84780 -5.33820 -1.50010
H 1.90060 4.38300 -3.56960
H -0.71120 4.57770 0.91370
O -0.57800 1.99730 0.90470
C -0.92020 -4.02180 1.42610
C 1.15660 1.26130 -3.35990
C -4.09270 -4.72830 -1.51210
H 1.60720 1.47590 -6.65530
C -1.69900 -4.57480 -1.62850
H 2.82730 1.31590 4.19940
C -1.32980 -1.35430 -5.74710
C 3.05920 0.02190 -2.49560
H 0.08580 4.79580 2.49170
H 4.04710 -0.38720 -2.63570
H 3.11380 -0.17800 3.25930
H 0.35220 -7.10730 1.94640

***

2.
A molecular structure, C32H34BiFN6O6S5. Source: the Open Molecules 2025 dataset; level of theory: ωB97M-V with the def2-TZVPD basis set.

ΔE to the lowest compared entry with this formula, charge and spin in kcal/mol: 42.6
E in a.u.: -4325.26813
Multiplicity: 1
HOMO energy in eV: -7.40
HOMO-LUMO gap in Ha: 0.277

CARTESIAN COORDINATES (ANGSTROEM)
C 0.04103 -1.10786 -5.26141
S 0.42819 3.26360 -0.03334
H 2.39431 4.28227 -0.95394
C -1.50068 0.22975 6.30247
C 0.98788 -4.85298 2.17629
O -0.94917 0.71895 7.26043
C -3.01753 -1.69775 2.80205
H 3.33040 -2.75520 -2.50634
C -1.98469 -1.85916 5.01043
H -1.03072 4.91286 0.82163
H 4.91272 -1.22818 -1.72751
H 5.87199 1.07233 2.16921
C -4.23883 2.35686 -0.61677
N 1.54168 -1.88137 -1.85421
H -3.18012 -1.65908 -3.35487
H 1.11527 -3.87991 -2.44514
C -2.26160 -1.02944 1.64575
H 3.64171 -0.17029 -2.32353
C -4.12881 2.09704 -1.92891
C 3.88501 -0.90522 -1.55289
H -1.12956 -0.95352 -7.04852
N -2.66343 -1.09404 4.07829
Bi -1.51764 0.40573 -0.67855
S -5.25797 2.89230 -3.00842
S -5.50725 3.46393 -0.13066
H 1.27521 -2.79089 2.74317
C 5.00789 0.23496 0.39118
C 1.58591 3.69449 -1.38997
C -1.14144 -1.10902 -5.97806
H 0.82517 6.21979 2.13909
C -2.77809 0.26702 4.22254
H 3.77500 0.76948 3.48727
C -2.28445 -1.48544 -3.93581
C 0.76829 -5.13837 -0.18329
C 0.89477 -3.75804 -0.32667
H 0.64085 -5.77225 -1.05167
N 1.06908 -2.95896 0.71865
N -1.47893 -1.15042 6.07856
O -1.85193 -3.06218 4.91617
C 4.98330 0.65763 1.71009
N 2.70159 -0.33996 0.50406
N -1.15143 -1.41713 -3.23553
H -3.32303 0.80581 3.46070
C 0.00803 -1.27203 -3.87516
S -3.24901 1.65311 0.64070
H -4.08344 -1.58222 2.59844
S -2.95056 1.03674 -2.66945
C 3.81278 0.51323 2.43758
C 2.69566 0.01749 1.78401
H 0.62893 4.52797 2.60400
H 0.70482 -6.75572 1.22911
C -2.24506 0.91737 5.26461
H 1.66737 -0.22020 -3.13753
H -3.27733 -1.34167 -5.83278
C -6.13948 3.78941 -1.75835
H 1.48663 4.36309 -3.43481
O -0.79750 2.80181 -0.78241
C 1.12051 -3.49615 1.93235
H 1.97021 2.72000 -1.69557
H 5.92303 0.28486 -0.18425
H -2.77391 -2.75669 2.84762
H 0.65494 5.43043 -2.30458
H -0.06531 3.87616 -2.74107
H 0.99249 -0.99265 -5.76401
H -0.96398 -1.69873 6.75271
F -2.37951 2.24914 5.36529
C 0.91206 5.19245 1.78830
H 2.05165 -1.77505 -3.87189
C 1.35672 -1.27140 -3.17350
C 0.80620 -5.68780 1.08546
C 3.84354 -0.29084 -0.17147
H -0.25270 -2.91276 -1.86927
H 3.09057 -2.69203 -0.73635
C 2.97260 -2.13324 -1.66359
H 0.19245 5.67160 -0.21840
C 0.87375 4.38921 -2.53530
C 0.02832 4.94267 0.57170
O -7.05630 4.52787 -1.97984
C 0.79734 -3.13161 -1.69593
O -1.46073 -0.10929 1.89169
H 1.74716 -0.11132 2.29555
C -2.33538 -1.31889 -5.30510
H 1.95965 5.00157 1.54591
H 1.00646 -5.24717 3.17988
O -2.57363 -1.39684 0.47364

***

3.
A molecular structure, C32H34CoN6OS3. Source: the Open Molecules 2025 dataset; level of theory: ωB97M-V with the def2-TZVPD basis set.

ΔE to the lowest compared entry with this formula, charge and spin in kcal/mol: 2.5
E in a.u.: -4221.00831
Multiplicity: 4
HOMO energy (alpha / beta) in eV: -1.80 / -1.79
HOMO-LUMO gap (alpha / beta) in Ha: 0.220 / 0.220
Charge: -2

CARTESIAN COORDINATES (ANGSTROEM)
H 0.13794 -1.26480 -4.74230
C 0.43174 -2.65692 -2.51670
C 1.57179 0.05250 2.06061
C 1.91597 -2.47882 3.38617
H 2.48229 4.31133 0.69389
S -1.52063 3.32019 2.37392
H -0.08365 -0.95937 1.14413
H 3.88127 -0.87754 5.40124
C -0.12845 -3.38222 2.22099
H -2.31875 0.99539 -2.35561
H 2.30085 2.27811 3.72964
C 2.78749 -1.42843 3.62100
H -3.48835 -0.01529 5.38048
H -2.24956 -1.17671 1.44659
C -4.82537 -1.43886 -4.03188
C -2.64104 1.48256 4.12728
C 0.86718 -2.28049 2.48217
H 2.20178 -3.77886 -2.23143
H 2.04313 -3.43184 3.89023
H 1.25389 -1.74001 -0.72431
Co -0.50461 1.48327 0.52573
C -2.94064 -0.79778 3.44512
H -5.51985 -2.12486 -4.50130
C 0.29000 4.91036 -3.31365
N -0.00966 6.02357 -3.23424
H 1.27565 3.51414 3.03066
H -2.72606 2.28260 4.84942
H -4.51572 1.80335 -3.10877
H 3.94620 -2.60041 5.01462
H -1.47536 -1.89981 -5.12962
C 0.70106 3.55792 -3.51733
H 3.61327 1.51611 0.05873
O -1.20574 -0.24796 -0.65980
C 3.67496 1.92757 1.06775
C 2.62402 -0.20339 2.98199
H 1.00220 -4.57380 -3.26853
H 0.35159 -4.36359 2.24270
C 0.30416 2.48823 -2.70021
C 0.72277 -1.06896 1.84803
N 1.31028 1.21747 1.39006
C 2.25610 2.33831 1.51329
S -0.79115 2.87358 -1.39026
H 1.93881 3.11711 -0.50020
H 4.89783 -1.44050 4.08013
H -3.26548 -1.81192 3.63049
C -5.16762 -0.10532 -3.85644
C -2.70194 -1.02906 -2.99013
C -3.02747 0.31416 -2.81391
C -0.52272 -2.13307 -4.65921
H -0.61227 -3.25902 1.24979
H 3.33983 0.56205 3.22712
C -2.07006 1.77861 2.86434
C -4.26708 0.75884 -3.24466
H -0.91377 -3.38164 2.98294
N 2.22279 3.27851 -5.58432
N -1.94089 0.78008 1.95888
C 3.93977 -1.59857 4.58203
N -1.44301 -1.48672 -2.56363
H -0.08882 -2.99416 -5.16456
C 1.84016 3.43993 0.53719
H -3.32463 -2.94932 -3.70213
H 3.04136 3.71211 3.00599
C 0.46734 -1.85235 -1.44860
H 0.80656 3.75114 0.69303
C -3.59523 -1.90660 -3.59276
N -0.75452 -2.49449 -3.25089
H 1.97212 -3.23209 -3.89194
H 4.15905 1.18757 1.70058
C 1.53630 3.36187 -4.65801
H 4.31410 2.81482 1.03496
H -6.12680 0.26028 -4.20086
S 0.83800 0.89937 -3.01594
C 2.22560 2.98815 2.91199
C -2.36879 -0.45334 2.24298
C -3.06085 0.21029 4.40905
C -0.74871 -1.05584 -1.46517
C 1.45808 -3.61669 -3.00868